#1
C3H8N2OS | the ωB97M-V functional and the def2-TZVPD basis

```
15
Properties=species:S:1:pos:R:3:mulliken_charge:R:1
C 2.860 -0.758 -0.594 -0.017
C -2.484 -0.849 0.260 -1.005
C -1.477 0.158 0.037 0.319
N -0.182 0.157 0.308 0.220
N 0.789 0.987 0.289 -0.790
O 2.175 -1.736 -0.557 -0.427
S 0.408 2.616 -0.196 -0.245
H 2.935 -0.078 0.321 0.216
H -2.813 -1.177 1.302 0.266
H -3.411 -0.508 -0.233 0.289
H -2.154 -1.743 -0.311 0.262
H 3.564 -0.472 -1.539 0.226
H -1.879 1.069 -0.376 0.257
H 0.290 -0.698 0.646 0.282
H 1.379 3.034 0.641 0.147
```

As for the total charge: 0. The calculation puts the LUMO energy at 0.89 eV.



#2
C3H8N2OS | the ωB97M-V functional and the def2-TZVPD basis

```
15
Properties=species:S:1:pos:R:3:mulliken_charge:R:1
C 2.099 0.031 -0.741 -0.981
S 0.818 -0.050 0.587 0.546
N 0.011 1.365 0.753 -0.512
C -1.404 1.159 0.540 -0.141
O -1.674 0.264 -0.537 -0.366
C -1.294 -1.108 -0.161 -0.242
N -0.041 -1.331 0.434 -0.477
H 1.950 -0.915 -1.239 0.342
H 1.708 0.824 -1.384 0.317
H 3.095 0.304 -0.546 0.395
H 1.725 -0.457 1.598 0.160
H -1.956 0.958 1.478 0.253
H -1.780 2.152 0.148 0.215
H -1.181 -1.460 -1.222 0.207
H -2.076 -1.737 0.293 0.283
```

As for the total charge: 0. Its SMILES is C[SH]1=NCOCN=1. The calculation puts the LUMO energy at 0.33 eV.



Which structure is the most stable? The one labeled #1.



#1
C3H3N5 | the ωB97M-V functional and the def2-TZVPD basis

```
11
Properties=species:S:1:pos:R:3:mulliken_charge:R:1
C -1.274 1.082 -0.014 -0.685
N -2.045 0.035 -0.014 -0.606
N -1.262 -1.065 -0.004 0.137
C 0.071 -0.676 -0.025 0.358
N 1.315 -1.163 -0.002 -0.715
N 2.032 -0.036 -0.026 0.361
N 1.398 1.088 -0.002 -0.611
C 0.112 0.694 -0.022 0.826
H -1.778 2.046 0.044 0.434
H -1.621 -2.019 0.015 0.242
H 3.051 0.014 0.050 0.260
```

As for the total charge: 0. Its SMILES is c1n[nH]c2n[nH]nc12. The calculation puts the LUMO energy at 0.97 eV.



#2
C3H3N5 | the ωB97M-V functional and the def2-TZVPD basis

```
11
Properties=species:S:1:pos:R:3:mulliken_charge:R:1
N 2.125 -0.082 0.627 -0.617
C 1.093 0.064 -0.115 0.691
N 0.587 -1.119 -0.554 -0.363
C -0.599 -1.359 -0.335 0.030
N -1.434 -0.721 0.550 -0.157
N -1.537 0.481 0.593 -0.176
C -0.808 1.392 -0.338 0.073
N 0.494 1.262 -0.425 -0.446
H 2.751 0.708 0.806 0.264
H -0.996 -2.247 -0.825 0.379
H -1.519 2.202 -0.789 0.321
```

As for the total charge: 0. Its SMILES is N=c1ncnncn1. The calculation puts the LUMO energy at -0.96 eV.



#3
C3H3N5 | the ωB97M-V functional and the def2-TZVPD basis

```
11
Properties=species:S:1:pos:R:3:mulliken_charge:R:1
N -1.759 -0.209 0.944 -0.588
C -1.174 -0.134 -0.134 0.792
N -0.437 -1.168 -0.578 -0.488
C 0.831 -1.131 -0.471 0.004
N 1.565 -0.415 0.532 -0.088
N 1.169 0.784 0.705 -0.221
C 0.265 1.561 -0.287 0.100
N -0.861 1.111 -0.699 -0.455
H -1.732 -1.185 1.372 0.271
H 1.526 -1.870 -0.992 0.347
H 0.607 2.656 -0.392 0.327
```

As for the total charge: 0. Its SMILES is N=c1ncnncn1. The calculation puts the LUMO energy at -1.19 eV.



#4
C3H3N5 | the ωB97M-V functional and the def2-TZVPD basis

```
11
Properties=species:S:1:pos:R:3:mulliken_charge:R:1
H 0.225 -1.007 2.543 0.256
N 0.318 0.110 2.340 -0.584
C -0.024 0.213 1.037 0.414
C -0.759 -0.823 0.144 -0.002
N -0.200 -0.945 -0.975 -0.357
C 0.658 -0.029 -1.626 -0.025
N 0.492 1.277 -1.683 -0.225
N -0.408 1.902 -0.680 -0.245
N -0.324 1.437 0.608 -0.044
H -1.386 -1.740 0.498 0.344
H 1.406 -0.394 -2.206 0.469
```

As for the total charge: 0. Its SMILES is [H]/N=c1\cncnnn1. The calculation puts the LUMO energy at -1.57 eV.



Which structure is the most stable? The one labeled #1.



#1
C3H3N5 | the ωB97M-V functional and the def2-TZVPD basis

```
11
Properties=species:S:1:pos:R:3:mulliken_charge:R:1
C -0.993 -0.234 0.060 0.399
C 0.998 -0.245 -0.162 0.567
C 2.433 -0.379 -0.160 0.140
H -2.615 -1.231 1.229 0.327
H -2.852 0.397 -0.787 0.343
H 1.485 1.867 0.090 0.333
N -2.226 -0.666 -0.160 -0.619
N -0.649 1.074 -0.004 -0.616
N 0.740 1.053 -0.024 0.058
N 0.064 -1.174 -0.123 -0.493
N 3.616 -0.463 0.041 -0.438
```

As for the total charge: 0. The calculation puts the LUMO energy at -0.71 eV.



#2
C3H3N5 | the ωB97M-V functional and the def2-TZVPD basis

```
11
Properties=species:S:1:pos:R:3:mulliken_charge:R:1
C 1.941 -0.515 -0.036 -0.664
N 0.578 0.064 0.085 0.885
N 0.353 1.380 -0.010 -0.387
N -0.949 1.554 0.048 -0.310
C -1.471 0.281 0.056 0.449
C -2.872 0.020 0.008 0.280
N -3.988 -0.319 -0.032 -0.394
N -0.526 -0.681 0.117 -0.692
H 1.982 -1.386 -0.776 0.278
H 2.354 -0.795 1.009 0.262
H 2.598 0.398 -0.468 0.291
```

As for the total charge: 0. Its SMILES is Cn1nnc(C#N)n1. The calculation puts the LUMO energy at 0.24 eV.



Which structure is the most stable? The one labeled #2.



#1
C2H2NO2S | the ωB97M-V functional and the def2-TZVPD basis

```
8
Properties=species:S:1:pos:R:3:mulliken_charge:R:1
C -2.046 0.176 -0.147 0.079
C -1.157 -0.852 -0.029 -0.101
N -2.072 -0.218 1.102 -0.439
O 2.085 1.466 0.425 -0.535
O 3.198 -0.624 -0.826 -0.552
S 2.437 -0.002 0.339 0.176
H -2.366 0.838 -0.882 0.284
H -0.080 -0.783 0.018 0.087
```

As for the total charge: -1. The calculation puts the LUMO energy (spin up / spin down) at 3.81 / 3.22 eV.



#2
C2H2NO2S | the ωB97M-V functional and the def2-TZVPD basis

```
8
Properties=species:S:1:pos:R:3:mulliken_charge:R:1
O -0.619 -1.447 0.209 -0.630
S -0.927 -0.115 -0.343 0.667
O -2.355 0.320 -0.123 -0.631
C 0.358 1.194 0.391 -0.314
C 1.275 0.202 0.693 0.057
N 1.601 0.879 -0.352 -0.441
H -0.926 -0.436 -1.850 0.027
H 1.594 -0.597 1.374 0.265
```

As for the total charge: -1. Its SMILES is O=[S@@H]([O-])=c1cn1. The calculation puts the LUMO energy at 3.97 eV.



Which structure is the most stable? The one labeled #1.



#1
C5H10NO | the ωB97M-V functional and the def2-TZVPD basis

```
17
Properties=species:S:1:pos:R:3:mulliken_charge:R:1
C -0.224 1.700 -1.392 -0.221
C 0.946 2.418 -0.970 -0.304
C 0.201 -2.068 -0.103 -1.387
C 0.307 -1.162 1.142 -0.089
C -0.769 -0.174 1.240 0.209
N 0.130 1.516 -0.206 -0.197
O -1.827 -0.062 0.526 -0.339
H -1.126 1.523 -1.945 0.326
H 1.862 2.027 -1.344 0.240
H 1.019 3.591 -0.674 0.204
H 0.316 -1.512 -1.062 0.337
H -0.686 -2.662 -0.185 0.414
H 1.076 -2.623 -0.197 0.399
H 1.282 -0.689 1.324 0.369
H 0.247 -1.873 2.031 0.316
H -0.781 0.543 2.103 0.332
H -1.972 -0.492 -0.288 0.391
```

As for the total charge: +1. The calculation puts the LUMO energy at -4.93 eV.



#2
C5H10NO | the ωB97M-V functional and the def2-TZVPD basis

```
17
Properties=species:S:1:pos:R:3:mulliken_charge:R:1
C -2.079 -1.425 0.850 -0.367
C 1.685 0.407 0.170 0.332
C 0.722 -0.485 -0.101 -0.252
C 3.077 -0.075 0.168 -1.046
C -2.410 1.217 -0.117 -0.518
N -0.615 -0.184 -0.276 -0.182
O -1.045 1.059 -0.188 -0.107
H -2.898 -1.485 0.107 0.374
H -1.722 -2.327 1.346 0.327
H 1.559 1.416 0.661 0.360
H 0.959 -1.580 -0.424 0.230
H 3.056 -1.190 0.026 0.314
H 3.520 0.244 -0.841 0.306
H 3.585 0.381 1.011 0.350
H -2.679 0.671 0.888 0.327
H -3.026 0.902 -1.009 0.279
H -2.812 2.279 -0.153 0.273
```

As for the total charge: +1. The calculation puts the LUMO energy (spin up / spin down) at -6.22 / -6.52 eV.



#3
C5H10NO | the ωB97M-V functional and the def2-TZVPD basis

```
17
Properties=species:S:1:pos:R:3:mulliken_charge:R:1
C -1.806 0.406 1.156 -0.257
C 0.412 -0.493 -1.075 0.566
C 1.819 1.395 -1.901 -0.956
C -0.954 -1.760 1.659 -0.850
C 1.054 0.696 -0.717 -0.147
N -1.119 -0.605 0.813 -0.263
O 0.062 -1.463 -1.579 -0.160
H -2.583 0.245 2.001 0.185
H -1.905 1.263 0.568 0.339
H 1.887 0.601 -2.673 0.362
H 1.309 2.333 -2.285 0.310
H 2.731 1.722 -1.429 0.314
H -0.921 -2.630 0.962 0.259
H -1.770 -1.734 2.402 0.350
H 0.001 -1.710 2.096 0.319
H 0.287 1.369 -0.182 0.255
H 1.497 0.366 0.184 0.374
```

As for the total charge: +1. The calculation puts the LUMO energy at -4.33 eV.



Which structure is the most stable? The one labeled #3.



#1
C5H10NO | the ωB97M-V functional and the def2-TZVPD basis

```
17
Properties=species:S:1:pos:R:3:mulliken_charge:R:1
C -1.219 -1.859 -0.172 -0.152
N -0.596 -0.898 0.335 0.096
C -0.140 -0.240 1.499 -0.612
C 0.291 0.195 0.095 1.004
C 1.693 -0.104 -0.398 -1.567
C -0.391 1.367 -0.492 -0.688
O -1.771 1.011 -0.213 -0.508
H -1.517 -2.730 0.430 0.290
H -1.217 -2.100 -1.266 0.272
H 0.692 -0.569 2.175 0.323
H -0.842 0.394 1.997 0.283
H 1.711 -0.239 -1.485 0.372
H 2.330 -0.890 -0.076 0.445
H 2.411 0.777 -0.171 0.347
H 0.021 2.251 -0.134 0.393
H -0.275 1.392 -1.613 0.373
H -2.312 1.557 -0.687 0.328
```

As for the total charge: +1. Its SMILES is C=[N+]1C[C@]1(C)CO. The calculation puts the LUMO energy at -4.78 eV.



#2
C5H10NO | the ωB97M-V functional and the def2-TZVPD basis

```
17
Properties=species:S:1:pos:R:3:mulliken_charge:R:1
C 2.161 -0.212 -0.044 0.883
C 2.717 -1.384 0.106 -0.937
C -0.514 1.205 -0.496 -0.451
C 0.789 1.592 0.359 -0.491
C -0.633 -0.234 -0.723 -0.710
N -1.706 -0.877 0.212 -0.256
O 1.893 0.982 -0.286 -0.232
H 3.632 -1.690 0.537 0.317
H 2.170 -2.255 -0.061 0.300
H -1.301 1.694 0.152 0.244
H -0.185 1.803 -1.357 0.328
H 0.873 2.621 0.345 0.448
H 0.610 1.193 1.417 0.281
H -0.786 -0.474 -1.717 0.257
H -2.331 -1.417 -0.258 0.289
H -2.163 0.092 0.569 0.377
H -1.108 -1.406 0.837 0.354
```

As for the total charge: +1. The calculation puts the LUMO energy at -4.11 eV.



Which structure is the most stable? The one labeled #1.



#1
C5H10NO | the ωB97M-V functional and the def2-TZVPD basis

```
17
Properties=species:S:1:pos:R:3:mulliken_charge:R:1
C -0.630 0.511 0.906 -0.905
C 0.422 -1.479 -0.305 -0.699
C 0.559 0.426 1.834 -0.578
C 1.232 -0.185 -0.580 -0.114
C -0.197 -0.139 -0.434 0.370
N -1.024 0.432 -1.659 -0.280
O 1.767 0.522 1.137 -0.464
H -1.410 -0.074 1.185 0.431
H -0.959 1.574 0.737 0.403
H 0.319 -2.281 -1.178 0.229
H 0.500 -1.998 0.656 0.247
H 0.540 1.263 2.488 0.425
H 0.427 -0.457 2.512 0.290
H 2.058 0.193 -1.170 0.437
H -0.976 1.514 -1.897 0.427
H -2.008 0.245 -1.775 0.344
H -0.620 -0.069 -2.458 0.439
```

As for the total charge: +1. The calculation puts the LUMO energy at -4.32 eV.



#2
C5H10NO | the ωB97M-V functional and the def2-TZVPD basis

```
17
Properties=species:S:1:pos:R:3:mulliken_charge:R:1
C 2.422 1.720 0.347 0.171
N 1.935 0.768 -0.119 -0.022
C 1.070 -0.382 -0.407 0.057
C 1.838 -1.618 0.163 -1.090
O -0.054 -0.199 0.286 -0.357
C -1.227 0.416 -0.542 -0.195
C -2.208 0.887 0.485 -1.147
H 2.755 2.684 0.669 0.452
H 1.116 -0.358 -1.531 0.417
H 1.197 -2.368 -0.402 0.305
H 1.664 -1.766 1.221 0.327
H 2.790 -1.775 -0.284 0.429
H -0.849 1.157 -1.183 0.358
H -1.448 -0.456 -1.146 0.316
H -2.633 0.150 1.226 0.286
H -1.729 1.698 1.090 0.284
H -3.075 1.388 0.106 0.411
```

As for the total charge: +1. Its SMILES is C#[N+][C@@H](C)OCC. The calculation puts the LUMO energy at -4.48 eV.



#3
C5H10NO | the ωB97M-V functional and the def2-TZVPD basis

```
17
Properties=species:S:1:pos:R:3:mulliken_charge:R:1
C 2.193 -0.675 0.586 -1.094
C 1.448 0.226 -0.456 -0.450
N -0.075 0.188 -0.376 -0.110
C -0.843 1.190 -0.078 0.406
C -2.226 1.065 0.052 -0.592
C -2.673 -0.216 0.106 0.041
O -3.971 -0.532 0.269 -0.410
H 2.295 -1.654 0.177 0.354
H 3.228 -0.354 0.655 0.321
H 1.676 -0.726 1.503 0.361
H 1.772 -0.099 -1.450 0.315
H 1.771 1.355 -0.403 0.328
H -0.389 -0.725 -0.601 0.193
H -0.288 2.145 -0.174 0.321
H -2.923 1.869 0.159 0.378
H -2.106 -1.069 -0.189 0.240
H -4.054 -1.419 -0.181 0.397
```

As for the total charge: +1. Its SMILES is CC/[NH+]=C/C=C/O. The calculation puts the LUMO energy at -5.06 eV.



Which structure is the most stable? The one labeled #3.



#1
C5H10NO | the ωB97M-V functional and the def2-TZVPD basis

```
17
Properties=species:S:1:pos:R:3:mulliken_charge:R:1
O 1.038 -0.161 -0.919 -0.293
C 1.750 0.957 -0.673 0.173
C 2.465 1.446 0.445 -0.335
C -1.751 0.652 -0.849 -0.689
C -1.785 -0.095 0.249 0.124
C -1.137 -1.430 0.160 -0.705
N -0.174 -1.553 1.271 -0.562
H 1.821 1.514 -1.587 0.403
H 2.878 2.445 0.281 0.279
H 2.576 1.045 1.491 0.317
H -2.471 1.471 -1.099 0.302
H -1.112 0.202 -1.649 0.232
H -2.250 0.228 1.161 0.416
H -1.853 -2.238 0.394 0.385
H 0.413 -2.337 1.092 0.270
H 0.376 -0.686 1.019 0.242
H -0.783 -1.461 -0.788 0.442
```

As for the total charge: +1. The calculation puts the LUMO energy at -9.59 eV.



#2
C5H10NO | the ωB97M-V functional and the def2-TZVPD basis

```
17
Properties=species:S:1:pos:R:3:mulliken_charge:R:1
C 1.972 -1.198 0.889 -0.803
C 1.607 -0.830 -0.340 -0.205
C 0.137 -0.676 -0.693 -0.986
C -0.585 0.334 0.181 0.204
N -0.558 1.716 -0.451 -0.301
C -2.054 -0.056 0.487 -0.136
O -2.781 0.770 0.950 -0.406
H 1.309 -1.826 1.468 0.293
H 2.979 -1.039 1.248 0.272
H 2.382 -0.632 -1.076 0.375
H -0.326 -1.634 -0.420 0.306
H -0.025 -0.557 -1.764 0.565
H -0.143 0.450 1.166 0.364
H -0.232 2.354 0.282 0.383
H 0.102 1.789 -1.226 0.364
H -1.434 2.093 -0.841 0.355
H -2.349 -1.057 0.138 0.356
```

As for the total charge: +1. Its SMILES is C=CC[C@@H]([NH3+])C=O. The calculation puts the LUMO energy at -4.07 eV.



Which structure is the most stable? The one labeled #2.



#1
C5H10NO | the ωB97M-V functional and the def2-TZVPD basis

```
17
Properties=species:S:1:pos:R:3:mulliken_charge:R:1
C -0.205 -2.280 -1.292 -1.285
C 0.303 -0.972 -0.933 -0.563
C -0.461 -0.002 0.102 0.040
C 0.482 1.127 0.673 0.005
C 0.042 2.550 0.833 -1.130
N -0.387 -0.075 1.463 0.512
O -0.579 -0.500 2.519 -0.351
H -0.228 -3.039 -0.564 0.376
H 0.558 -2.703 -1.962 0.359
H -1.139 -2.112 -1.758 0.379
H 0.459 -0.240 -1.695 0.363
H 1.232 -1.131 -0.441 0.384
H -1.452 0.002 -0.440 0.384
H 1.507 0.847 0.673 0.528
H -0.954 2.690 0.385 0.356
H 0.937 3.004 0.446 0.347
H -0.116 2.835 1.991 0.297
```

As for the total charge: +1. Its SMILES is CC[C@@H]1[C@@H](C)[N+]1=O. The calculation puts the LUMO energy at -6.55 eV.



#2
C5H10NO | the ωB97M-V functional and the def2-TZVPD basis

```
17
Properties=species:S:1:pos:R:3:mulliken_charge:R:1
C 1.851 -1.538 -0.173 -0.049
N 1.123 -0.506 0.085 0.245
C -0.274 -0.679 0.010 0.017
C -1.132 0.396 0.053 -0.161
C -2.582 0.247 -0.141 -1.221
C 1.729 0.824 0.432 -0.413
O 1.190 1.811 -0.372 -0.441
H 2.923 -1.617 0.134 0.274
H 1.281 -2.490 -0.351 0.204
H -0.590 -1.776 -0.141 0.177
H -0.855 1.315 0.394 0.439
H -3.061 1.213 0.044 0.339
H -2.732 -0.037 -1.209 0.309
H -3.089 -0.626 0.385 0.341
H 1.809 1.100 1.532 0.253
H 2.827 0.626 0.148 0.343
H 1.784 1.876 -1.147 0.342
```

As for the total charge: +1. Its SMILES is C=[N+](/C=C/C)CO. The calculation puts the LUMO energy at -5.22 eV.



#3
C5H10NO | the ωB97M-V functional and the def2-TZVPD basis

```
17
Properties=species:S:1:pos:R:3:mulliken_charge:R:1
C -1.447 -2.757 -0.867 -0.009
C 1.321 -0.176 0.144 -0.589
C 0.081 0.559 0.219 1.214
C -0.514 0.601 -1.164 -1.464
C 0.136 1.706 1.136 -1.179
N 0.161 -0.873 0.695 0.038
O -1.822 -3.651 -1.421 -0.071
H 2.127 0.145 0.782 0.300
H 1.590 -0.564 -0.852 0.260
H -1.575 0.970 -1.161 0.304
H -0.335 -0.327 -1.590 0.400
H 0.107 1.201 -1.868 0.373
H 0.098 2.629 0.451 0.315
H 1.029 1.583 1.656 0.349
H -0.631 1.697 1.930 0.320
H -0.448 -1.573 0.276 0.082
H 0.120 -1.169 1.635 0.357
```

As for the total charge: +1. The calculation puts the LUMO energy at -3.13 eV.



Which structure is the most stable? The one labeled #3.